Molecular formula: C46H92F6N2O19P
Method: DFT, wB97M-V/def2-TZVPD

```
166
Properties=species:S:1:pos:R:3:forces:R:3
C 1.5262 2.0804 -4.5466 -0.072 -0.692 0.030
C 1.3453 0.5900 -4.2365 -0.075 0.950 0.655
C 1.7184 0.2993 -2.7770 -0.216 -0.761 -0.288
C 2.3219 -1.0855 -2.5254 0.373 0.845 0.402
O 1.5306 -1.8076 -1.5586 -0.492 -0.206 -0.401
C 1.5057 -3.1754 -1.7496 0.781 -0.192 0.306
C 0.9460 -3.6036 -3.1373 1.339 -1.926 -0.729
O 1.4602 -4.5427 -3.7272 -1.313 1.928 1.072
C -0.1836 -2.7918 -3.8460 0.761 0.116 -0.648
F 0.4521 -2.2867 -4.9406 -0.111 -0.110 0.219
F -0.6277 -1.7345 -3.1307 -0.231 -0.390 -0.010
C -1.3871 -3.5896 -4.4291 -0.126 -0.179 -0.613
F -1.8952 -2.8151 -5.4139 0.082 -0.025 0.407
F -0.9465 -4.7356 -4.9933 -0.080 0.387 0.272
C -2.5837 -3.9625 -3.5082 -1.069 -0.035 -0.506
F -2.3608 -5.1454 -2.8952 -0.112 0.549 -0.169
F -3.6499 -4.1415 -4.3245 0.333 -0.070 0.130
C -2.9930 -2.9701 -2.4053 0.451 0.475 1.013
O -2.3992 -2.9700 -1.3602 -0.255 -0.184 -0.504
O -4.0403 -2.1729 -2.6800 0.346 -0.665 -0.403
O 2.8259 -3.6703 -1.6902 -0.204 -0.147 -0.286
C 3.4334 -3.3131 -0.4776 0.022 0.455 0.435
C 2.6406 -3.5675 0.8271 1.138 -0.105 -0.289
C 3.2849 -2.7564 1.9339 -0.169 -0.230 0.537
C 3.0121 -3.2534 3.3838 -0.538 0.638 0.107
C 2.0685 -4.4240 3.4495 0.690 -1.717 -0.109
O 2.4300 -5.5420 3.1373 -0.560 1.169 0.017
O 0.7730 -4.2049 3.7758 0.563 -0.303 0.093
N 1.1358 -3.4958 0.7171 0.153 0.076 0.065
C 0.3985 -2.3550 1.3679 -1.054 0.765 0.115
C -0.2495 -1.2584 0.5226 0.155 0.700 0.055
C 0.3615 0.1556 0.6459 -0.037 -0.595 -0.593
C 1.8630 0.2583 0.8399 -0.025 0.833 0.726
N 2.3389 1.5901 0.4300 0.201 -0.233 -0.017
C 0.7121 -3.9014 -0.6588 -0.199 0.052 -1.457
P 0.7350 -5.7704 -0.6235 -0.724 -0.593 2.061
C 2.3861 -6.5408 -0.6508 0.153 0.154 -0.811
C -0.4075 -6.5425 -1.8045 0.582 0.069 -0.673
H 1.4591 2.2282 -5.6149 0.078 0.301 -0.246
H 2.4744 2.4269 -4.1574 0.325 0.213 -0.160
H 0.7442 2.6523 -4.0674 -0.202 0.248 0.129
H 1.9102 -0.0197 -4.9272 0.175 -0.187 -0.183
H 0.2896 0.3926 -4.3509 -0.233 -0.467 -0.355
H 2.4033 1.0434 -2.3994 0.218 0.300 0.019
H 0.8290 0.3633 -2.1627 -0.160 0.157 0.155
H 2.5027 -1.6461 -3.4371 -0.301 -0.291 -0.165
H 3.2966 -0.9339 -2.0728 0.337 -0.200 0.048
H -4.7677 -2.4627 -2.1181 -0.364 0.412 0.273
H 3.7764 -2.2813 -0.4705 -0.156 0.366 -0.280
H 4.3322 -3.9088 -0.4120 0.217 -0.290 0.052
H 2.8817 -4.5829 1.1028 -0.532 -0.478 -0.092
H 4.3492 -2.8594 1.7753 0.330 -0.040 -0.200
H 3.0837 -1.6975 1.8741 -0.122 0.132 -0.145
H 2.6161 -2.4289 3.9697 -0.106 0.204 0.087
H 3.9417 -3.5252 3.8538 0.286 -0.337 0.110
H 0.7248 -3.4891 4.4146 -0.276 0.399 -0.015
H 0.8140 -4.3382 1.2184 -0.038 -0.021 0.304
H 0.9901 -1.8658 2.1255 0.725 -0.219 0.000
H -0.3884 -2.8131 1.9529 -0.172 -0.524 -0.081
H -1.2628 -1.1503 0.8689 -0.537 -0.217 0.227
H -0.3556 -1.4813 -0.5240 0.136 -0.414 -0.183
H 0.1225 0.6831 -0.2684 -0.074 0.194 -0.180
H -0.1479 0.7048 1.4263 0.003 0.175 0.348
H 2.0646 0.1726 1.9092 0.107 -0.279 0.205
H 2.4235 -0.5352 0.3634 -0.078 -0.145 -0.456
H 3.1458 1.5029 -0.1691 0.063 0.042 -0.213
H 2.6782 2.0921 1.2380 -0.021 0.267 0.119
H -0.3388 -3.6776 -0.8165 -0.321 0.128 0.432
H 2.7677 -6.5784 0.3571 0.097 0.110 0.339
H 3.1222 -6.1267 -1.3283 0.068 0.173 -0.176
H 2.2387 -7.5738 -0.9420 -0.200 -0.271 -0.094
H -0.5840 -6.0340 -2.7406 0.350 -0.064 -0.052
H -1.3556 -6.7411 -1.3326 -0.240 0.132 0.295
H 0.0167 -7.5062 -2.0577 0.254 -0.258 0.015
C 6.6274 1.5575 6.0589 0.069 0.057 -0.027
O 6.5584 2.5128 5.0266 -0.180 0.013 0.038
C 6.1719 1.9375 3.7959 0.279 0.159 0.141
C 5.8358 3.0149 2.7890 -0.118 -0.068 -0.177
O 4.5194 3.5315 2.9252 0.007 -0.131 0.028
C 4.3220 4.4514 3.9971 -0.253 0.044 -0.073
C 4.8626 5.8315 3.7121 0.217 0.073 0.254
O 6.2549 5.8781 3.9705 0.028 -0.110 -0.155
C 6.8342 7.0734 3.4982 0.020 -0.019 0.074
H 7.3404 0.7614 5.8130 -0.037 -0.039 0.022
H 6.9656 2.0655 6.9586 0.011 0.024 -0.003
H 5.6412 1.1169 6.2510 0.026 -0.064 -0.008
H 5.2977 1.2874 3.9428 -0.014 -0.036 -0.066
H 7.0084 1.3337 3.4137 -0.094 -0.092 -0.062
H 5.8623 2.5602 1.7954 -0.014 0.007 -0.008
H 6.5771 3.8153 2.8099 0.044 -0.025 0.142
H 4.7231 4.0581 4.9325 0.129 0.062 -0.013
H 3.2389 4.5356 4.1055 -0.007 -0.009 -0.037
H 4.3563 6.5571 4.3627 -0.114 0.022 -0.109
H 4.6663 6.0936 2.6647 -0.090 0.013 0.001
H 6.7411 7.1506 2.4086 -0.037 0.064 0.008
H 7.8896 7.0567 3.7601 0.007 -0.023 0.022
H 6.3679 7.9484 3.9648 -0.009 0.027 -0.053
C -2.5056 5.9896 5.8117 -0.027 0.088 -0.030
O -1.7202 6.9990 5.2242 0.095 -0.129 -0.097
C -0.5416 7.2508 5.9694 -0.276 0.148 -0.091
C 0.4071 8.1243 5.1812 0.192 0.006 0.095
O 1.1930 7.4055 4.2392 -0.052 -0.036 -0.009
C 0.5334 7.0237 3.0404 0.204 -0.081 -0.029
C 0.3566 8.1599 2.0590 -0.303 0.011 -0.011
O -0.7803 8.9309 2.3977 0.070 0.056 0.098
C -0.8441 10.1264 1.6540 -0.058 -0.037 0.017
H -2.7940 6.2582 6.8347 0.011 -0.062 0.021
H -3.4059 5.8783 5.2112 -0.006 0.022 -0.014
H -1.9681 5.0333 5.8261 -0.011 -0.005 0.079
H -0.0461 6.3042 6.2199 0.055 0.021 0.050
H -0.8194 7.7669 6.8990 0.102 -0.062 0.067
H 1.1257 8.5511 5.8833 0.028 -0.016 -0.011
H -0.1242 8.9490 4.7033 -0.130 -0.068 -0.005
H -0.4210 6.5373 3.2517 -0.086 0.118 -0.028
H 1.1915 6.2844 2.5771 0.026 0.009 0.015
H 0.2158 7.7484 1.0489 0.125 0.006 -0.020
H 1.2545 8.7903 2.0652 0.058 -0.048 -0.036
H 0.0150 10.7709 1.8728 0.018 0.000 -0.072
H -1.7549 10.6469 1.9402 -0.020 -0.019 0.017
H -0.8781 9.9200 0.5778 0.043 0.039 -0.012
C -4.9688 -7.0540 5.4080 -0.052 0.046 0.000
O -4.5728 -5.8005 4.8934 0.101 -0.059 -0.139
C -3.3656 -5.3492 5.4764 -0.320 0.038 0.005
C -2.8326 -4.1613 4.7106 0.170 -0.027 0.025
O -2.1081 -4.5244 3.5380 -0.149 0.117 -0.038
C -2.8985 -4.9091 2.4210 0.209 -0.028 -0.064
C -3.5019 -3.7315 1.6917 -0.427 -0.203 0.030
O -4.6830 -3.2935 2.3290 0.087 0.090 0.127
C -5.1270 -2.0586 1.8197 -0.047 -0.078 0.044
H -5.1054 -7.0081 6.4940 0.028 -0.046 0.005
H -5.9170 -7.3167 4.9456 -0.014 0.027 -0.012
H -4.2302 -7.8269 5.1669 0.008 -0.009 0.070
H -2.6199 -6.1538 5.4728 0.063 0.039 0.044
H -3.5651 -5.0499 6.5148 0.124 -0.036 0.041
H -2.1084 -3.6496 5.3482 0.037 -0.003 0.005
H -3.6318 -3.4559 4.4772 -0.099 -0.081 0.007
H -3.6635 -5.6345 2.7020 -0.094 0.094 0.025
H -2.2024 -5.4036 1.7372 0.036 -0.011 0.016
H -3.7493 -4.0274 0.6617 0.143 0.043 -0.046
H -2.7719 -2.9163 1.6614 0.132 0.106 -0.123
H -4.3902 -1.2678 2.0045 0.009 0.017 -0.083
H -6.0529 -1.8017 2.3278 -0.017 -0.022 0.009
H -5.3235 -2.1240 0.7412 0.030 0.050 -0.010
C -4.4847 -2.2682 -10.0626 -0.065 0.024 0.029
O -4.6385 -1.2187 -9.1351 0.095 0.110 -0.083
C -3.6475 -1.2567 -8.1264 -0.323 -0.055 -0.033
C -3.6598 0.0244 -7.3232 0.177 0.012 0.103
O -2.9430 1.0854 -7.9346 -0.061 -0.030 0.000
C -3.6055 1.7490 -9.0035 0.164 0.107 -0.011
C -4.6670 2.7220 -8.5446 -0.233 -0.129 -0.127
O -5.8752 2.0389 -8.2623 0.063 -0.054 0.145
C -6.8094 2.8726 -7.6172 -0.020 -0.051 -0.061
H -4.5350 -3.2444 -9.5653 0.046 -0.018 -0.032
H -5.2982 -2.1976 -10.7807 -0.021 0.016 0.009
H -3.5318 -2.1819 -10.5975 0.017 -0.070 0.022
H -2.6564 -1.3982 -8.5758 0.044 -0.014 0.068
H -3.8644 -2.1042 -7.4585 0.147 -0.019 0.025
H -3.1343 -0.1682 -6.3844 0.017 0.009 0.000
H -4.6816 0.3237 -7.0810 -0.062 -0.066 -0.108
H -4.0150 1.0338 -9.7188 -0.128 0.003 0.042
H -2.8259 2.3211 -9.5095 0.027 -0.007 0.023
H -4.8544 3.4554 -9.3414 0.081 0.074 0.049
H -4.3166 3.2501 -7.6488 0.058 0.050 -0.029
H -6.4323 3.2042 -6.6423 -0.007 0.074 -0.022
H -7.7190 2.2960 -7.4643 -0.002 -0.025 -0.019
H -7.0464 3.7492 -8.2310 0.006 0.039 0.048
```
Forces are in eV/Å.

Values from the calculation:
total charge: +1
relative energy (zero: lowest compared OMol25 entry of this formula, charge and spin): 7.7 kcal/mol
spin multiplicity: 1
gap between HOMO and LUMO: 0.279 Eh

These are the Mulliken partial charges, in e, on atoms 1 to 6: C -1.5939; C -0.2259; C -0.1500; C -0.9489; O 0.3716; C 1.6336

***

Molecular formula: C18H17EuN2O4
Method: DFT, wB97M-V/def2-TZVPD

```
42
Properties=species:S:1:pos:R:3:forces:R:3
Eu 0.3038 0.4886 -0.4802 1.311 0.331 -1.848
O 0.1693 2.7606 0.1193 -0.285 0.442 0.237
C 0.4291 3.1815 1.2818 1.219 1.036 1.318
C 0.8767 4.5592 1.5218 -0.829 -0.468 0.480
C 1.0702 5.0809 2.8005 0.160 -0.205 -1.693
C 1.1454 4.2129 3.8815 0.249 -0.026 1.899
C 0.9079 2.8760 3.7014 -0.416 -0.067 0.948
C 0.4039 2.3687 2.4980 0.448 1.132 -0.932
C -0.2154 1.1256 2.5656 -0.512 -2.577 -1.981
N -0.6271 0.3562 1.5615 -1.305 0.605 4.733
C -1.3128 -0.8229 2.1531 0.553 -0.728 -0.802
C -1.9047 -1.6856 1.0507 -0.813 0.491 0.260
N -1.3645 -1.4120 -0.2705 -1.771 -1.738 -1.696
C -2.0832 -2.0384 -1.1974 1.585 1.517 2.251
C -1.9143 -1.9037 -2.5955 1.346 0.471 -0.549
C -2.7366 -2.6338 -3.4493 -0.221 0.191 -0.265
C -2.5735 -2.5929 -4.8177 -1.180 -0.676 0.343
C -1.4506 -1.9936 -5.3614 -0.218 -0.123 0.246
C -0.6116 -1.3009 -4.5505 1.339 0.847 -0.987
C -0.8690 -1.0593 -3.1866 -0.488 0.211 0.382
O -0.2396 -0.1090 -2.6022 -0.635 -1.009 -0.586
H 0.9474 5.1727 0.6379 -0.095 0.240 -0.075
H 1.2311 6.1531 2.9292 0.075 -0.295 -0.051
H 1.3291 4.5763 4.9170 0.100 -0.175 -0.961
H 1.0273 2.1705 4.5550 -0.307 0.632 -0.627
H -0.3586 0.6580 3.5327 0.155 0.398 0.608
H -2.1481 -0.5712 2.8127 0.251 0.344 0.135
H -0.6150 -1.4624 2.7223 0.083 0.513 -0.033
H -2.9680 -1.4349 1.0240 -0.199 -0.097 -0.070
H -1.8594 -2.7315 1.3422 0.232 -0.337 -0.109
H -2.8657 -2.7035 -0.8125 -0.147 -0.024 -0.418
H -3.5523 -3.1981 -3.0028 -0.012 0.051 -0.113
H -3.3750 -2.9737 -5.4314 0.159 -0.415 -0.256
H -1.2617 -2.0859 -6.4107 0.121 0.120 -0.492
H 0.2561 -0.7815 -5.0031 -0.544 -0.301 0.495
C 4.0929 -2.0510 0.3647 0.834 0.749 0.890
C 3.5665 -0.6595 0.0172 -3.104 0.681 -0.425
O 4.2629 0.3542 -0.1251 -0.820 -1.615 0.248
O 2.1876 -0.7040 -0.0970 4.251 0.178 0.461
H 4.1941 -2.1428 1.4728 -0.276 0.038 -0.746
H 5.0705 -2.2560 -0.0449 0.478 0.266 -0.158
H 3.4348 -2.7869 -0.0242 -0.774 -0.608 -0.062
```
Forces are in eV/Å.

Values from the calculation:
total charge: -1
relative energy (zero: lowest compared OMol25 entry of this formula, charge and spin): 6.2 kcal/mol
spin multiplicity: 8
gap between HOMO and LUMO (spin up / spin down): 0.198 / 0.278 Eh

These are the Mulliken partial charges, in e, on atoms 1 to 6: Eu 1.3260; O -0.8057; C 0.5584; C -0.6038; C -0.4440; C -0.3678